Density functional theory data (the ωB97M-V functional and the def2-TZVPD basis) for a structure of composition C29H70F3Na2O17S in a non-equilibrium geometry.

```
! RIJCOSX wB97M-V def2-TZVPD def2/J DEFGRID3
* xyz 1 1
C 0.27 -3.51 -3.18
C 4.29 3.90 -0.49
C -2.04 0.97 -4.44
O 1.94 4.05 -0.41
H 3.16 1.56 -0.38
C 2.30 -5.40 -0.05
H -2.67 2.99 -4.80
O 1.29 5.28 3.41
H 0.08 3.30 -0.90
H 5.07 -0.99 1.24
H 0.17 -3.44 -2.09
C 1.77 0.46 5.14
H 5.95 -1.58 2.64
H 3.87 -2.85 6.39
H 0.64 -2.55 -3.55
H 2.92 3.02 -1.91
H 3.04 4.75 -2.01
C 0.68 4.21 -1.02
H 2.27 -4.08 2.81
H 2.83 -6.30 -0.32
H 2.31 -4.71 -0.90
O 0.62 0.48 5.98
H 0.75 4.53 -2.06
H 3.00 -2.25 0.52
O 4.25 -2.62 2.23
H 1.24 -3.69 1.41
H -2.16 -2.43 -3.23
C -1.77 -2.84 -4.17
C -0.47 0.87 1.04
H -6.37 -6.24 -2.08
O 2.04 -1.86 5.91
O -4.71 -3.53 -1.05
H -8.39 -5.65 -3.06
C -8.29 -4.64 -2.64
S -0.75 -0.92 1.42
O 2.97 -4.86 1.07
H 1.47 0.24 4.11
H 1.44 3.83 1.93
C 1.35 3.93 3.02
O -6.93 -4.31 -2.49
H 2.42 -1.73 2.12
H 3.04 -0.27 6.70
H -3.70 -2.62 -4.99
H -1.73 2.87 -3.37
H 0.01 2.36 5.36
H -1.06 1.54 6.42
O -0.91 -3.94 -3.80
H 0.30 -0.46 -2.65
C 3.00 -2.51 1.59
H -8.76 -3.94 -3.33
H -2.65 -3.86 -1.17
C 3.02 3.92 -1.29
H 0.15 4.99 -0.47
H -1.40 -0.14 -2.19
H 3.61 -0.64 5.14
H 2.34 -3.80 6.35
H 2.38 9.80 3.97
O -2.22 -1.02 1.46
H -4.24 -5.56 -1.00
C 2.68 -0.61 5.72
C -4.82 -4.84 -1.57
C 4.95 -1.41 2.25
C -0.56 0.19 -2.81
H -3.15 -2.19 -1.14
H 4.06 1.02 1.06
C -2.92 -3.39 -4.96
H 0.00 4.35 -4.06
H -0.20 7.34 3.95
C -6.28 -5.22 -1.67
O -2.67 -3.63 -6.33
H 3.10 -3.30 4.85
O 4.34 2.97 0.56
O -0.92 0.19 -4.16
H -1.95 -5.59 -6.30
O -0.16 -1.59 0.31
F -1.26 1.28 0.05
H 1.24 -5.60 0.17
Na -0.12 -1.85 4.80
F -0.72 1.63 2.12
C 2.28 -3.83 1.74
H -8.79 -4.67 -1.66
C 1.45 9.24 4.02
C 4.10 1.64 0.16
C 0.61 6.05 2.47
H -2.41 0.73 -5.44
C -1.66 -4.58 -6.60
C 2.91 -3.00 5.89
H -4.43 -4.81 -2.60
C -0.28 4.12 -5.09
H -0.70 -4.32 -6.16
H 4.42 -0.64 2.84
H 1.17 6.13 1.53
C -1.78 2.47 -4.41
H 0.43 3.42 3.34
H 4.95 1.22 -0.40
H -6.71 -5.24 -0.65
H -1.59 -4.63 -7.69
C 0.38 7.44 3.02
H -1.10 4.77 -5.43
O 1.61 8.00 3.40
O -0.67 2.77 -5.19
H 2.22 3.43 3.44
H -3.31 -4.30 -4.47
H -0.95 1.01 4.69
H -0.23 1.18 -2.47
C -0.40 1.37 5.57
H 4.48 4.88 -0.04
H 1.06 -4.26 -3.34
H -0.39 5.62 2.26
H -1.18 -2.15 -4.76
H -0.12 8.10 2.30
F 0.81 1.03 0.70
H 0.65 9.84 3.58
C -3.38 -3.17 -0.72
H 1.24 9.11 5.10
H 5.15 3.79 -1.17
Na -4.30 -1.60 2.60
H -2.84 0.78 -3.71
H 2.35 1.38 5.26
H 0.61 4.24 -5.71
O -0.08 -1.17 2.70
H -3.26 -3.25 0.36
*
```

The calculation puts the frontier orbital gap at 6.17 eV. Its HOMO energy is -0.3958 Eh. The value obtained for the electronic energy is -93824.201 eV. The energy above the lowest of the compared OMol25 structures with the same formula, charge and spin comes out at 0.0 kJ/mol. The value obtained for the maximum force is 0.0294 hartree/bohr.